This record from the OMol25 dataset describes the molecule C24H27ClN4O2S. The level of theory is ωB97M-V/def2-TZVPD.

Calculated values
- Energy relative to the best compared isomer or geometry (same formula, charge and spin): 3.117 eV
- LUMO level: 0.012 hartree
- Spin multiplicity: 1
- HOMO-LUMO gap: 8.5 eV
- Total energy: -2158.6140 hartree

The geometry in XYZ format:
```
59
Properties=species:S:1:pos:R:3:forces:R:3:mulliken_charge:R:1
O 2.532757 2.707835 -1.759389 -0.1299 -0.2832 0.0464 -0.68
S 2.934568 2.500334 -0.397796 -0.0847 -0.0318 0.4712 1.33
O 4.044873 3.237866 0.128230 -0.0454 -0.0562 0.2504 -0.74
N 1.657453 2.777544 0.637925 0.7976 -0.0543 -0.5092 -0.09
H 1.852855 3.528771 1.276921 0.2271 0.1525 0.0543 0.32
C 0.311300 2.715684 0.113910 -0.5408 -0.4271 -0.0508 -1.67
H -0.222164 3.655170 0.279582 0.0999 -0.0363 -0.0264 0.36
H 0.401501 2.551688 -0.960533 -0.2519 0.1219 0.0238 0.42
C -0.481032 1.590008 0.803543 -0.0369 0.3583 -0.0793 -0.93
N -1.917354 1.848239 0.699111 0.0189 0.1415 0.1512 0.12
C -2.694756 1.045075 1.629815 -0.2296 -0.0140 0.0846 0.16
C -4.155320 1.516217 1.615311 0.1916 -0.0708 0.1544 -1.46
N -4.768621 1.499890 0.308118 -0.0769 -0.0150 -0.0439 0.33
C -3.926280 2.192100 -0.639244 0.2208 0.0223 -0.1200 -1.62
C -2.464527 1.722401 -0.642244 -0.2210 0.0585 -0.0883 0.51
H -1.892953 2.361506 -1.316514 0.0157 -0.0035 -0.1074 0.62
H -2.410881 0.684826 -1.005423 0.0488 0.1879 -0.0068 -0.41
H -4.347695 2.087892 -1.640289 -0.0210 0.0367 -0.0338 0.44
H -3.942581 3.252871 -0.363606 0.0679 0.0191 -0.1175 0.41
C -5.392755 0.260288 -0.122204 -0.0353 0.0965 0.0410 -1.73
C -4.497713 -0.942406 -0.325432 -0.1115 -0.1003 -0.0306 1.32
C -4.240503 -1.817894 0.723163 -0.0989 0.0078 -0.1116 -0.48
C -3.387526 -2.894384 0.553720 0.0149 -0.0660 0.0844 -0.56
C -2.783627 -3.114957 -0.671874 -0.0044 -0.0541 0.0010 -0.27
C -3.043639 -2.259811 -1.728661 0.0313 -0.0081 -0.0950 -0.55
C -3.899102 -1.185832 -1.556354 -0.1283 -0.0730 0.0770 -0.47
H -4.108528 -0.529109 -2.389610 -0.0215 0.0864 -0.0864 0.26
H -2.576612 -2.428595 -2.687208 0.0545 -0.0133 -0.0870 0.36
H -2.119958 -3.955568 -0.806183 0.0599 -0.0755 -0.0132 0.43
H -3.196674 -3.564009 1.380058 0.0168 -0.0629 0.0649 0.41
H -4.714691 -1.655626 1.681577 -0.0589 0.0316 0.1000 0.34
H -6.148515 0.017920 0.632515 -0.0097 -0.0389 -0.1067 0.45
H -5.912746 0.483711 -1.058872 -0.0383 -0.0700 0.0611 0.47
H -4.746698 0.905910 2.299809 -0.0324 0.0151 0.0461 0.43
H -4.178770 2.554576 1.965590 0.0386 -0.0520 0.1178 0.41
H -2.288985 1.190732 2.634662 0.0175 -0.0328 0.0241 0.55
H -2.641789 -0.027644 1.385060 0.0483 0.1357 0.0860 -0.11
C -0.091901 0.204424 0.339856 -0.0017 -0.2153 0.1595 1.43
C 0.060668 -0.821478 1.267825 -0.0028 -0.0033 -0.2115 -0.22
C 0.313302 -2.111011 0.834675 -0.0565 0.0417 -0.0421 -0.63
C 0.398031 -2.336266 -0.529159 -0.0170 -0.1182 0.2468 -0.77
N 0.262538 -1.375730 -1.425564 -0.0103 -0.1788 -0.5486 -0.56
C 0.027673 -0.146703 -1.003505 -0.0857 0.1929 0.2350 -0.15
H -0.058901 0.590728 -1.789704 -0.0234 0.1962 -0.0268 0.48
H 0.588649 -3.324251 -0.926339 0.0432 -0.1571 0.0569 0.40
H 0.437614 -2.920024 1.537537 0.0370 -0.1086 0.0522 0.41
H -0.018092 -0.607538 2.325205 -0.0051 0.0487 0.1019 0.41
H -0.247441 1.663237 1.874296 -0.0064 -0.0335 -0.1276 0.51
C 3.228071 0.755157 -0.148322 -0.0235 0.4857 -0.2646 -0.02
C 3.444897 0.297754 1.136759 0.1278 -0.1359 0.1040 -0.39
C 3.658578 -1.051429 1.352994 0.0532 0.1077 -0.0708 -0.78
C 3.655006 -1.917401 0.267059 0.0411 0.4160 -0.1838 0.34
C 3.455172 -1.455097 -1.025373 0.1411 -0.0373 0.2211 -0.63
C 3.237334 -0.103297 -1.228591 0.0739 0.1245 -0.0461 -0.08
H 3.064498 0.295640 -2.214934 -0.0523 -0.0323 -0.1532 0.47
H 3.457151 -2.142993 -1.855497 -0.0289 -0.0726 -0.0564 0.44
Cl 3.889124 -3.601271 0.534731 0.0083 -0.3247 0.0519 -0.20
H 3.823910 -1.434399 2.347701 0.0078 -0.0379 0.0778 0.46
H 3.444221 1.002286 1.952340 -0.0125 0.0095 0.1985 0.43
```
Forces are in eV/Å.